99
Properties=species:S:1:pos:R:3:forces:R:3:lowdin_charge:R:1 method="wB97M-V/def2-TZVPD" multiplicity=2 homo_lumo_gap_ev="6.5 / 5.4" charge=+1 fmax_ev_per_a=0.6 lumo_energy_ha="-0.1590 / -0.2038" energy_ha=-11361.2666 de_lowest_kj_mol=0.0
W 0.250968 0.329034 0.056191 0.228 0.458 -0.269 1.67
Br -3.446398 -2.032546 6.126281 -0.001 0.001 -0.003 0.77
C -2.495883 -0.420687 6.384018 -0.008 0.007 0.004 -0.69
C -3.168149 0.722482 6.785185 0.004 -0.004 -0.003 -0.11
C -2.453100 1.898366 6.946750 -0.018 -0.033 0.000 -0.03
C -1.095921 1.939014 6.653516 -0.021 0.019 0.000 -0.28
C -0.418118 0.775694 6.305869 -0.011 0.017 0.001 -0.01
C -1.124671 -0.407997 6.178503 0.014 -0.006 -0.012 -0.11
N -0.474581 3.225182 6.807069 0.050 -0.009 0.007 0.10
N 0.296335 3.692160 5.961691 -0.034 0.006 -0.006 0.10
C 0.580309 3.015980 4.726915 0.029 0.006 0.022 -0.21
C 1.897838 2.786613 4.426367 0.023 -0.003 -0.027 0.01
C 2.283815 2.141861 3.233975 -0.038 -0.008 -0.022 0.04
C 1.308788 1.743905 2.367472 -0.002 0.043 -0.034 -0.29
O 1.534007 1.144486 1.172935 0.197 0.021 0.073 -0.26
C -0.044459 1.998425 2.639222 -0.018 0.039 0.071 -0.18
N -0.912413 1.548952 1.695657 -0.070 -0.021 -0.004 -0.03
C -2.195453 1.798575 1.858009 -0.002 0.003 -0.005 -0.12
C -2.680602 2.539807 2.948527 -0.017 -0.008 -0.020 0.01
C -1.814152 2.989765 3.904654 -0.001 0.017 0.018 0.04
C -0.438903 2.686302 3.791025 -0.016 -0.015 -0.016 -0.08
H -4.230999 0.692310 6.979631 0.001 0.000 0.002 0.11
H -2.946705 2.801519 7.282603 0.008 0.006 0.003 0.12
H 0.650136 0.782430 6.134545 0.010 0.003 0.002 0.12
H -0.611596 -1.319929 5.913419 0.010 -0.010 -0.007 0.07
H 2.652726 3.103330 5.134159 -0.006 0.004 0.005 0.13
H 3.325774 1.966415 3.005655 0.004 0.008 0.003 0.13
H -2.870845 1.439505 1.093194 0.001 -0.003 0.004 0.08
H -3.738514 2.750591 3.005454 -0.001 0.000 -0.004 0.13
H -2.174337 3.583044 4.734017 0.009 -0.004 -0.010 0.13
C 3.976223 -1.335065 6.655471 0.004 0.001 0.003 -0.03
C 3.212873 -1.546594 5.379494 -0.012 0.003 -0.015 -0.25
C 1.987942 -2.212766 5.378656 0.042 -0.008 0.027 -0.03
C 1.285586 -2.416526 4.203765 -0.030 -0.036 -0.012 -0.05
C 1.814307 -1.938511 3.012846 -0.062 0.003 0.014 -0.28
C 3.039686 -1.286316 2.980141 -0.030 0.047 0.022 -0.05
C 3.729052 -1.096198 4.164976 -0.010 -0.014 0.014 -0.02
S 0.918721 -2.172651 1.524510 0.145 0.023 -0.213 0.64
O 0.407304 -3.506911 1.473571 0.001 -0.006 -0.006 -0.25
O 1.768256 -1.662508 0.444475 0.096 -0.073 0.316 -0.37
N -0.269434 -1.072750 1.471338 -0.069 -0.425 -0.063 -0.31
C -1.660119 -1.464763 1.572238 0.003 0.014 0.062 -0.13
C -2.367990 -0.955368 0.321366 0.039 -0.205 -0.083 -0.57
O -3.475129 -1.240330 -0.001152 -0.069 0.141 0.075 0.16
O -1.576710 -0.116931 -0.398991 0.019 0.083 -0.107 -0.37
H 3.434041 -1.725685 7.514353 -0.002 0.001 0.001 0.08
H 4.165017 -0.273772 6.823976 0.003 0.001 -0.001 0.09
H 4.945253 -1.833696 6.610104 0.002 0.001 0.002 0.09
H 1.593102 -2.591050 6.313908 -0.019 -0.005 -0.010 0.12
H 0.348102 -2.960018 4.207229 -0.002 0.006 -0.001 0.12
H 3.439964 -0.942234 2.036832 0.009 0.001 -0.006 0.11
H 4.691425 -0.598464 4.148160 0.002 0.000 -0.002 0.13
H -2.151369 -1.018516 2.442022 0.007 0.005 0.002 0.13
H -1.773108 -2.547304 1.629488 -0.007 -0.002 0.008 0.13
C 3.223267 2.407769 -0.937034 -0.037 0.002 0.015 -0.09
C 3.383253 2.326557 -2.443299 0.004 -0.005 0.004 -0.37
C 4.884932 2.177948 -2.760416 -0.017 -0.015 -0.001 -0.05
C 2.655468 1.214316 -3.177619 -0.001 0.041 -0.007 -0.14
C 2.759884 1.226515 -4.550351 -0.014 0.010 0.022 -0.04
C 2.377709 0.139897 -5.333651 0.007 0.015 -0.033 0.02
C 1.988732 -1.062471 -4.743720 0.002 -0.019 0.048 -0.02
C 1.817111 -1.140693 -3.386967 -0.007 0.002 -0.041 -0.14
C 1.646551 -2.447228 -2.675661 -0.059 -0.025 0.023 -0.38
C 3.020226 -2.840963 -2.102965 -0.002 0.006 0.005 -0.04
C 1.106614 -3.566409 -3.558445 0.012 0.002 -0.006 -0.06
C 1.920548 0.094797 -2.607560 -0.040 0.007 0.028 -0.21
N 1.240877 0.172862 -1.470778 -0.077 -0.069 0.143 -0.10
H 3.930462 3.142316 -0.549421 -0.003 -0.001 0.002 0.09
H 3.438604 1.451303 -0.458891 0.008 -0.012 0.012 0.08
H 2.234306 2.736617 -0.633543 -0.032 -0.011 0.000 0.00
H 3.033396 3.265586 -2.881448 0.020 0.007 -0.009 0.13
H 5.271798 1.249363 -2.334400 0.000 -0.001 0.000 0.09
H 5.433975 3.008337 -2.316883 -0.004 0.004 0.000 0.09
H 5.088456 2.168172 -3.829146 0.007 0.002 -0.002 0.07
H 3.184235 2.098717 -5.030813 0.003 -0.002 -0.003 0.13
H 2.474038 0.203347 -6.410027 -0.003 -0.002 0.002 0.13
H 1.839960 -1.937531 -5.358846 -0.004 -0.005 -0.002 0.12
H 0.963134 -2.290100 -1.842426 0.007 -0.018 -0.021 0.08
H 3.731234 -3.021624 -2.911933 0.001 -0.003 0.003 0.09
H 2.922308 -3.755592 -1.517219 0.001 -0.001 -0.002 0.09
H 3.421830 -2.069042 -1.447657 0.008 0.008 0.000 0.07
H 1.832290 -3.864735 -4.317683 0.008 -0.004 0.001 0.09
H 0.179673 -3.284212 -4.058392 0.007 0.001 -0.010 0.07
H 0.905131 -4.444588 -2.944705 -0.002 -0.001 -0.001 0.09
Br -1.592227 -0.410163 -3.622436 -0.042 -0.041 -0.018 0.82
C -2.048337 -2.140181 -2.958975 -0.067 0.075 -0.030 -0.72
C -3.041168 -2.852321 -3.616028 0.014 0.001 0.017 -0.09
C -3.335733 -4.113540 -3.130850 -0.011 -0.012 -0.010 -0.04
C -2.635585 -4.602206 -2.035744 0.003 -0.003 0.008 -0.04
C -1.668078 -3.798271 -1.463435 -0.055 0.033 -0.024 -0.12
N -1.380101 -2.572502 -1.916807 0.017 -0.096 0.129 0.03
H -3.555397 -2.430023 -4.466257 0.002 0.004 0.001 0.10
H -4.104629 -4.708876 -3.605194 0.002 -0.003 0.002 0.12
H -2.837742 -5.584411 -1.632873 0.003 -0.001 0.000 0.11
H -1.091775 -4.133494 -0.607207 -0.002 -0.005 -0.005 0.11
Cl -0.008318 4.289716 0.123928 0.009 -0.034 -0.011 0.19
Ge -0.592544 2.577151 -1.077455 -0.138 0.088 0.019 -0.24
Cl -2.733436 2.737662 -1.252133 0.051 0.015 0.002 0.21
Cl 0.061225 3.084491 -3.060854 0.041 -0.028 -0.051 0.23

---

15
Properties=species:S:1:pos:R:3:forces:R:3:lowdin_charge:R:1 method="wB97M-V/def2-TZVPD" homo_lumo_gap_ev=8.6 fmax_ev_per_a=6.1 lumo_energy_ha=-0.0050 energy_ha=-1215.9452 smiles="O=C(O)c1cc2sccc2s1" de_lowest_kj_mol=182.0
O 0.860253 2.497130 2.453674 0.762 -0.751 -0.135 0.08
C 0.158769 1.537606 2.364710 -3.924 -0.169 0.783 -0.52
O -0.828227 1.371146 3.368357 -2.027 -1.995 -2.225 0.01
C -0.015828 0.640299 1.132536 2.549 3.721 4.169 -0.47
C -0.806879 -0.355713 0.792950 -0.486 -0.694 -1.492 -0.08
C -0.355856 -0.668693 -0.514251 -3.435 -2.368 -0.481 -0.54
S -1.152810 -1.824312 -1.671638 1.529 0.572 1.590 1.01
C 0.254860 -1.652484 -2.625721 0.569 2.354 -2.300 -0.43
C 0.977859 -0.516802 -2.321016 0.448 -1.341 1.402 -0.17
C 0.702266 -0.015092 -1.030900 -0.215 0.245 0.284 -0.53
S 1.280151 1.161837 0.134953 -0.368 -1.175 -1.939 1.17
H -1.686500 0.824798 2.986357 3.526 1.902 1.341 0.18
H -1.657017 -0.825384 1.268841 0.215 0.207 0.244 0.13
H 0.375398 -1.992685 -3.657163 -0.391 -0.647 0.536 0.08
H 1.893558 -0.181651 -2.681689 1.249 0.140 -1.778 0.09

---

21
Properties=species:S:1:pos:R:3:forces:R:3:lowdin_charge:R:1 method="wB97M-V/def2-TZVPD" homo_lumo_gap_ev=4.6 charge=+1 fmax_ev_per_a=5.1 lumo_energy_ha=-0.2305 energy_ha=-532.6803 de_lowest_kj_mol=409.2
C -0.277503 3.104727 -0.738803 -2.029 -1.462 -0.083 -0.08
C 0.456262 2.424327 -1.669501 1.661 -1.847 -0.744 -0.07
C -1.357066 2.497294 -0.079118 2.152 -1.202 -0.518 -0.04
C 0.260988 1.029579 -1.825885 -1.266 2.273 1.006 -0.03
C -1.559734 1.144008 -0.300991 -1.263 1.403 0.852 -0.07
C -0.800389 0.405098 -1.130255 2.684 -0.971 -1.605 -0.24
C 1.495084 -1.633286 1.921364 -1.203 0.802 -3.059 0.08
C 1.881940 -2.851470 2.547016 -1.854 -0.834 -0.065 0.09
C -0.866930 -1.053861 -1.177508 1.347 -0.156 -2.618 -0.13
N -2.109991 -2.277722 0.433665 0.275 -0.150 -1.026 0.21
N -1.544425 -1.800287 -0.441542 -2.540 -0.486 4.394 -0.15
O 1.225042 -0.889099 1.112447 0.576 -1.014 2.390 0.39
H -0.368386 4.114714 -0.764291 0.869 3.147 0.423 0.08
H 1.335056 2.845793 -2.236463 -1.391 -0.057 0.616 0.13
H -1.820910 2.975602 0.743854 -0.960 0.684 0.146 0.10
H 0.823168 0.617136 -2.600822 0.819 -1.366 -0.812 0.09
H -2.449809 0.718663 0.056319 -0.967 -0.748 1.044 0.10
H 1.474893 -3.106715 3.510112 -0.488 0.414 0.425 0.14
H 2.897603 -2.817724 2.617466 3.234 0.254 0.437 0.10
H 1.686810 -3.687414 1.856793 -0.413 0.409 -0.187 0.16
H -0.381703 -1.759363 -1.833858 0.755 0.910 -1.015 0.13